{"formula": "C17H25N5O2Sc", "method": "wB97M-V/def2-TZVPD", "elements": ["Sc", "C", "C", "N", "C", "C", "C", "C", "C", "C", "C", "N", "C", "C", "N", "N", "H", "H", "H", "H", "H", "H", "H", "H", "H", "H", "H", "H", "H", "H", "H", "H", "H", "H", "O", "C", "C", "C", "C", "C", "C", "N", "H", "H", "H", "H", "H", "H", "H", "O"], "positions_angstrom": [[-0.308, 0.087, 0.254], [-0.950, 1.568, -2.327], [-1.734, 0.233, -2.324], [-1.045, -0.851, -1.579], [-0.117, -1.644, -2.401], [1.278, -1.038, -2.210], [2.355, -1.411, -2.992], [3.623, -0.972, -2.639], [3.778, -0.227, -1.472], [2.657, 0.101, -0.747], [2.770, 0.743, 0.663], [1.431, 1.223, 1.038], [1.162, 2.671, 0.682], [0.561, 2.840, -0.754], [-0.536, 1.875, -0.946], [1.417, -0.213, -1.157], [-0.080, 1.477, -2.982], [-1.577, 2.373, -2.717], [-2.670, 0.408, -1.807], [-1.990, -0.081, -3.342], [-1.832, -1.393, -1.078], [-0.078, -2.666, -2.018], [-0.396, -1.689, -3.457], [2.207, -2.061, -3.843], [4.485, -1.253, -3.227], [4.760, 0.061, -1.122], [3.079, -0.042, 1.354], [3.521, 1.534, 0.687], [1.154, 1.116, 2.095], [0.432, 3.051, 1.384], [2.043, 3.295, 0.839], [0.204, 3.866, -0.879], [1.350, 2.671, -1.489], [-1.374, 1.990, -0.288], [-1.110, 1.520, 1.687], [-1.706, 0.825, 2.805], [-1.819, -0.713, 2.653], [-2.569, -1.402, 3.576], [-2.664, -2.790, 3.508], [-1.985, -3.459, 2.518], [-1.221, -2.706, 1.636], [-1.130, -1.387, 1.695], [-0.313, 1.982, 2.012], [-2.696, 1.251, 2.936], [-1.108, 1.050, 3.693], [-3.094, -0.862, 4.353], [-3.263, -3.330, 4.228], [-2.030, -4.533, 2.425], [-0.657, -3.186, 0.842], [-2.217, 0.095, 0.232]], "mulliken_charge": [-0.41, -0.66, -1.00, 0.25, -1.34, 0.94, -1.14, -0.41, -1.10, 0.91, -1.33, -0.14, -0.70, -0.64, 0.10, 0.52, 0.33, 0.52, 0.38, 0.49, 0.42, 0.38, 0.37, 0.52, 0.44, 0.51, 0.43, 0.44, 0.40, 0.27, 0.48, 0.58, 0.31, 0.57, -0.37, -0.56, 0.64, -0.96, -0.28, -1.01, -0.03, 0.15, 0.03, 0.41, 0.44, 0.45, 0.41, 0.42, 0.45, -0.88], "largest_force_ev_per_a": 4.71, "energy_ev": -50275.10753, "lumo_energy_ev": -2.815, "relative_energy_kcal_mol": 102.0, "charge": 1, "orbital_gap_ev": 6.42}